63
Properties=species:S:1:pos:R:3:lowdin_charge:R:1 method="wB97M-V/def2-TZVPD" multiplicity=1 relative_energy_ev=0.929 orbital_gap_ev=6.54 e_lumo_ev=-0.68
Ti 0.790 0.680 0.379 0.675
Cl 5.906 3.464 1.862 0.678
C 4.295 3.201 1.327 -0.706
C 3.791 1.901 1.198 -0.686
Cl 4.806 0.540 1.505 0.693
C 2.495 1.678 0.806 -0.304
Cl 0.321 0.797 2.571 0.318
C 1.672 2.783 0.499 -0.527
O 0.439 2.442 0.121 -0.282
C 2.168 4.081 0.571 -0.599
Cl 1.183 5.404 0.095 0.736
C 3.477 4.283 1.011 -0.693
Cl 4.093 5.879 1.160 0.688
C -1.769 4.002 -1.203 -0.042
N -1.077 3.266 -2.226 -0.098
C -0.104 3.733 -3.053 -0.033
C 0.209 2.721 -3.909 -0.090
N -0.566 1.646 -3.612 -0.022
B -0.533 0.302 -4.376 -0.439
N 0.753 -0.491 -3.992 -0.038
C 1.026 -1.701 -4.561 -0.075
C 2.098 -2.247 -3.934 -0.042
N 2.490 -1.362 -2.968 -0.131
C 3.559 -1.530 -2.023 -0.023
C 1.645 -0.298 -3.010 -0.711
S 1.844 1.069 -2.007 0.859
C -1.322 1.988 -2.572 -0.546
S -2.686 1.135 -1.908 1.073
H -1.390 5.020 -1.182 0.075
H -1.594 3.533 -0.231 0.087
H -2.839 4.000 -1.410 0.089
H 0.294 4.720 -2.967 0.123
H 0.931 2.680 -4.698 0.134
H -1.463 -0.369 -4.041 0.072
H -0.493 0.547 -5.536 0.082
H 0.435 -2.072 -5.374 0.129
H 2.602 -3.175 -4.099 0.126
H 4.359 -2.112 -2.474 0.099
H 3.202 -2.047 -1.126 0.094
H 3.934 -0.542 -1.742 0.069
C -2.538 0.186 1.331 -0.089
O -1.570 0.094 0.279 -0.377
C -2.044 -0.334 -0.967 -0.733
C -3.188 -1.334 -0.976 -0.154
H -3.440 0.686 0.968 0.093
H -2.074 0.770 2.124 0.028
H -2.784 -0.812 1.709 0.109
H -4.057 -1.000 -0.414 0.079
H -2.846 -2.289 -0.569 0.061
H -3.484 -1.484 -2.012 0.081
Se -0.270 -1.751 -1.425 1.352
N 0.865 -1.140 -0.186 -0.378
C 0.865 -2.042 0.867 -0.370
C 1.699 -1.965 1.980 -0.091
C 1.545 -2.915 2.973 -0.090
C 0.588 -3.920 2.857 -0.094
C -0.208 -4.033 1.732 -0.032
C -0.049 -3.109 0.705 -0.363
N -0.678 -3.154 -0.519 -0.225
H 2.446 -1.176 2.053 0.072
H 2.169 -2.867 3.852 0.103
H 0.473 -4.635 3.657 0.099
H -0.947 -4.813 1.628 0.109